C4H7N3O2S | wB97M-V/def2-TZVPD

Structure (XYZ):
```
17
Properties=species:S:1:pos:R:3:forces:R:3:lowdin_spin:R:1
C -0.70683 -0.58291 -0.43554 0.78 -0.91 -0.73 0.3823
C -0.66484 -0.86127 0.93021 1.78 -0.17 3.28 0.0626
C 1.68827 0.52782 -1.39488 0.78 1.16 2.75 0.5730
C -1.93363 -1.26794 1.59842 -0.58 -0.21 0.99 0.0014
N 0.46581 -0.85406 1.62022 0.30 1.11 -4.98 0.2583
N 2.51959 0.69409 -2.46309 0.03 -0.29 -1.37 0.2590
N 0.85509 -0.62318 2.83494 -1.48 -1.30 0.50 0.0150
O 0.09309 -0.01516 3.57332 0.38 0.59 0.75 0.0450
O 1.93861 -1.10625 3.07124 0.79 0.24 1.37 0.0433
S 0.38457 -0.43965 -1.77641 -2.66 -1.35 0.03 0.3027
H -1.62492 -0.98130 -0.79682 -0.73 0.20 -0.87 0.0140
H 1.68476 1.00511 -0.38670 0.64 -0.20 -1.37 0.0269
H -2.45286 -0.34629 1.84810 -0.38 0.12 -0.05 0.0021
H -1.86303 -1.81221 2.61185 0.30 0.57 -1.94 -0.0002
H -2.48859 -1.79613 0.82172 -0.48 -0.27 0.62 -0.0008
H 2.27855 0.10917 -3.29578 0.89 1.03 1.10 0.0088
H 3.43363 1.12120 -2.38366 -0.36 -0.34 -0.08 0.0068
```
Forces are in eV/Å.

Values from the calculation:
* spin multiplicity: 3
* ⟨S²⟩: 2.03
* net charge: 0
* calculated total energy: -23653.9233 eV
* relative energy (zero: lowest compared OMol25 entry of this formula, charge and spin): 48.1 kcal per mole

---

C4H7N3S | wB97M-V/def2-TZVPD

Structure (XYZ):
```
15
Properties=species:S:1:pos:R:3:forces:R:3:nbo_charge:R:1
N -1.98249 -0.35965 1.36646 0.69 -0.82 -0.31 -0.8156
C -0.99138 0.17421 0.53171 -0.17 0.13 0.03 0.2941
C -0.77754 1.43068 0.06192 -0.10 -0.08 0.17 -0.3431
C 0.46138 1.42611 -0.66871 -0.42 -1.16 0.49 -0.3458
C 0.95639 0.15823 -0.63327 -0.44 0.12 0.47 0.3039
N 2.15388 -0.40781 -1.08694 0.01 0.17 -0.34 -0.8198
N 0.06805 -0.62578 0.13009 0.50 0.32 -0.45 -0.5322
S 0.21862 -2.27673 0.38731 0.15 -0.12 0.38 0.2062
H -2.66524 0.31586 1.58493 -0.76 0.89 0.30 0.3762
H -2.44595 -1.16657 0.96751 0.10 -0.08 0.00 0.3733
H -1.43648 2.26633 0.23316 0.04 0.04 -0.06 0.2167
H 0.90115 2.24241 -1.15682 0.51 0.90 -0.55 0.2152
H 1.96462 -1.22787 -1.65813 0.26 0.12 0.03 0.3748
H 2.67552 0.28535 -1.62525 -0.19 -0.41 0.18 0.3807
H 0.89946 -2.23475 1.56605 -0.18 -0.02 -0.34 0.1155
```
Forces are in eV/Å.

Values from the calculation:
* net charge: 0
* SMILES string: Nc1ccc(N)n1S
* calculated total energy: -19566.3945 eV
* relative energy (zero: lowest compared OMol25 entry of this formula, charge and spin): 31.9 kcal per mole

---

C4H7N3S | wB97M-V/def2-TZVPD

Structure (XYZ):
```
15
Properties=species:S:1:pos:R:3:forces:R:3:nbo_charge:R:1
H 1.84842 1.37721 1.94282 -0.35 -0.14 -0.72 0.3822
N 2.30493 0.66315 1.38673 1.69 -0.51 0.75 -0.6701
C 1.83064 0.14736 0.37415 -1.85 0.31 0.93 0.5227
C 0.55474 0.12605 -0.49145 -0.50 -0.33 1.02 -0.2851
C -0.71840 -0.30861 0.11050 -0.11 -1.63 -0.26 0.0090
C -1.79840 0.79847 0.08510 2.60 -1.54 1.63 -0.6883
S -1.09809 -1.89024 0.63479 0.81 2.30 -0.63 -0.1085
N 1.80038 -0.73144 -0.60626 0.30 1.76 -0.33 -0.2355
N 1.97824 -2.12313 -0.62380 1.70 1.46 -1.35 -0.6199
H 0.41646 1.06436 -1.02364 0.52 -0.53 -1.03 0.2174
H -1.27043 1.69946 -0.29731 -1.15 -0.14 0.77 0.2140
H -2.13429 0.68202 1.15247 -0.19 1.22 -1.12 0.2593
H -2.50859 0.39122 -0.57775 -1.26 0.09 -0.77 0.2467
H 2.27652 -2.27664 -1.61168 -0.96 -0.68 1.23 0.3710
H 1.09222 -2.42884 -0.31719 -1.23 -1.63 -0.10 0.3849
```
Forces are in eV/Å.

Values from the calculation:
* net charge: 0
* SMILES string: [H]/N=C1\[C@H](C(C)=S)N1N
* calculated total energy: -19562.6848 eV
* relative energy (zero: lowest compared OMol25 entry of this formula, charge and spin): 117.5 kcal per mole

---

C4H7N3S3 | wB97M-V/def2-TZVPD

Structure (XYZ):
```
17
Properties=species:S:1:pos:R:3:forces:R:3:nbo_charge:R:1
C -0.12805 1.39480 -1.37340 1.17 -3.40 -0.52 0.3045
C -2.22344 0.06565 1.43812 0.36 0.16 1.14 0.2927
C -0.21779 -0.86512 2.52807 2.91 -1.48 0.14 -0.0673
C 1.62117 -0.26207 -1.78828 3.60 -0.94 1.49 -0.4025
N -1.29094 -0.18270 2.17861 -2.28 0.71 -1.06 -0.5301
N -1.21263 1.93394 -1.60965 -1.44 2.10 -0.07 -0.7094
N 0.27156 0.06020 -1.69017 -0.88 2.14 0.02 -0.6515
S -3.54445 0.52231 0.72893 0.77 -0.36 0.08 0.1275
S 0.96195 -1.38924 1.46651 -1.03 0.42 0.71 -0.0559
S -0.02859 -1.17872 4.29729 -0.77 0.56 -0.62 0.0749
H 0.64901 1.87535 -0.79131 0.09 0.30 0.12 0.1552
H 2.04931 -0.61150 -2.75861 -0.60 1.21 -0.07 0.1850
H 1.82508 -1.23713 -1.23025 -0.03 1.37 0.13 0.1846
H 2.26553 0.63412 -1.32750 -1.19 -2.23 -1.09 0.2009
H -1.86809 1.52128 -2.25478 0.07 -0.68 0.07 0.3468
H -0.34897 -0.63202 -2.04882 -0.77 0.17 -0.19 0.3882
H 1.21933 -1.64914 4.23524 0.01 -0.05 -0.29 0.1563
```
Forces are in eV/Å.

Values from the calculation:
* net charge: 0
* calculated total energy: -41235.3597 eV
* relative energy (zero: lowest compared OMol25 entry of this formula, charge and spin): 46.5 kcal per mole

---

C4H7N4O3S | wB97M-V/def2-TZVPD

Structure (XYZ):
```
19
Properties=species:S:1:pos:R:3:forces:R:3:nbo_charge:R:1
C 1.72156 -1.21914 -1.00514 -0.31 -1.74 -2.75 0.1353
C -2.31655 0.06957 0.51003 0.23 0.82 2.31 -0.6058
C -1.19254 -0.64742 -0.19104 0.52 0.71 0.40 -0.4701
C 0.09155 -0.56312 0.61192 -3.05 4.20 1.09 -0.1414
N 3.04844 -1.31995 -1.05050 -0.64 -0.11 -0.76 -0.3415
N 3.47285 -1.02991 0.17561 -0.13 -0.15 -0.35 -0.0743
N 2.49712 -0.78873 0.94133 -1.56 0.51 1.93 -0.0843
N 1.31159 -0.92207 0.22442 3.44 -0.54 -1.39 -0.2313
O 0.01759 1.91209 -1.59108 0.18 0.21 0.29 -0.9612
O 1.47271 2.43103 0.38863 1.38 0.27 -0.38 -0.9485
O -0.91504 2.59554 0.62844 0.35 0.15 -0.87 -0.9875
S 0.20443 2.03478 -0.14801 -1.53 -1.39 1.61 2.2141
H 1.06590 -1.55137 -1.89363 1.06 1.03 1.86 0.2157
H -2.10089 0.13069 1.62367 -0.63 -0.39 -1.06 0.1935
H -2.32103 1.09970 0.24542 -0.02 0.73 -0.30 0.2515
H -3.32315 -0.27310 0.32624 -0.16 -0.72 -0.06 0.1918
H -1.49686 -1.63381 -0.24007 -0.48 -2.51 -0.67 0.1801
H -1.18668 -0.18763 -1.17267 0.72 -0.35 -0.49 0.2346
H -0.05098 -0.13712 1.61645 0.61 -0.73 -0.38 0.2293
```
Forces are in eV/Å.

Values from the calculation:
* net charge: -1
* calculated total energy: -27197.6124 eV

---

C4H7N5 | wB97M-V/def2-TZVPD

Structure (XYZ):
```
16
Properties=species:S:1:pos:R:3:forces:R:3:nbo_charge:R:1
N 0.85765 1.75370 -1.80013 0.31 -1.37 2.11 -0.7889
C 0.59708 0.76528 -0.78587 -0.74 0.55 -1.48 0.4268
C 0.31118 1.09305 0.50144 1.84 2.25 1.36 -0.4318
C -0.37532 0.17680 1.26488 -1.81 -1.01 1.77 0.4201
N -0.88296 0.59748 2.50021 0.45 -3.28 -0.69 -0.8196
N -0.74015 -1.07290 0.87014 1.84 1.11 -2.57 -0.5314
C -0.25232 -1.30899 -0.42767 -1.01 -1.08 1.61 0.5760
N -0.55720 -2.57413 -0.98385 -0.29 0.84 1.20 -0.8229
N 0.40103 -0.49549 -1.22419 -0.39 1.12 -0.36 -0.5739
H 1.07131 1.19629 -2.59216 0.45 -0.13 -1.19 0.3800
H 1.63683 2.34743 -1.53666 -0.13 0.13 -0.18 0.3730
H 0.75760 2.02151 1.01098 -1.20 -1.23 -1.05 0.2173
H -1.32814 -0.17111 3.06336 0.52 1.82 -0.83 0.4150
H -0.94896 1.56530 2.66304 -0.25 0.72 0.58 0.3959
H -0.03339 -3.30360 -0.54470 -0.08 -0.54 0.18 0.3817
H -0.51424 -2.59061 -1.97881 0.48 0.09 -0.48 0.3828
```
Forces are in eV/Å.

Values from the calculation:
* net charge: 0
* SMILES string: Nc1cc(N)nc(N)n1
* calculated total energy: -11712.5761 eV
* relative energy (zero: lowest compared OMol25 entry of this formula, charge and spin): 20.8 kcal per mole

---

C4H7N6 | wB97M-V/def2-TZVPD

Structure (XYZ):
```
17
Properties=species:S:1:pos:R:3:forces:R:3:nbo_charge:R:1
N -2.94386 -0.50974 -1.51120 0.37 -1.24 0.12 -0.8271
C -1.98757 -0.66210 -0.44934 -0.74 -1.37 1.27 -0.2976
C -0.61891 -0.66322 -1.09150 0.98 -1.18 -1.52 0.2993
N 0.31661 0.14632 -0.85421 -0.86 0.60 0.35 -0.3212
C 0.93785 1.07603 -0.27497 1.22 0.44 0.24 0.4097
N 1.81032 0.71863 0.77065 -0.47 2.16 2.71 -0.3207
C 2.67289 -0.23536 1.23239 0.03 0.04 -1.01 0.2139
N 3.14938 0.03278 2.41246 -0.63 0.24 -1.03 -0.2311
N 2.52321 1.19914 2.78472 -1.08 -0.15 -0.75 0.0278
N 1.71740 1.61977 1.90772 0.87 0.12 -0.55 -0.0249
H -3.31778 0.39284 -1.65936 -0.55 0.62 -0.18 0.3996
H -3.56807 -1.32177 -1.62196 0.35 1.24 0.03 0.4090
H -2.24958 -1.74163 -0.05365 1.29 2.14 -0.13 0.2655
H -1.94786 0.11360 0.38417 -0.56 -1.01 -0.93 0.2242
H -0.38242 -1.39889 -1.90818 -0.56 0.64 0.75 0.2505
H 0.93309 2.20080 -0.59249 -0.19 -2.22 0.66 0.2931
H 2.95529 -0.96721 0.52474 0.54 -1.08 -0.02 0.2298
```
Forces are in eV/Å.

Values from the calculation:
* net charge: +1
* SMILES string: NC/C=N\C=[N+]1/C=NN=N1
* calculated total energy: -13190.9234 eV
* relative energy (zero: lowest compared OMol25 entry of this formula, charge and spin): 75.4 kcal per mole

---

C4H7NO | wB97M-V/def2-TZVPD

Structure (XYZ):
```
13
Properties=species:S:1:pos:R:3:forces:R:3:nbo_charge:R:1
C -1.18573 1.13277 -0.36709 -2.19 -1.20 -0.99 -0.6261
C -0.19835 0.42207 0.52950 -0.38 -1.70 -0.75 0.0689
C 0.10641 -1.09544 0.16144 -0.63 -0.34 1.50 -0.4888
C 1.57384 -1.02245 -0.18325 -0.38 1.89 -0.11 -0.0085
N 2.01006 0.19533 -0.12309 0.22 -1.23 0.12 -0.0799
O 1.03305 1.08593 0.34985 1.41 -0.56 -0.23 -0.3731
H -2.26810 0.81848 -0.12486 1.53 0.50 -0.11 0.2073
H -1.08956 2.20056 -0.16316 -0.11 -0.05 -0.44 0.2302
H -1.09586 0.85441 -1.48657 0.36 0.72 1.78 0.2143
H -0.50264 0.48540 1.57559 0.07 0.16 0.02 0.1841
H -0.08826 -1.78872 1.06119 0.25 0.96 -1.39 0.2255
H -0.51344 -1.44616 -0.67999 0.25 0.06 0.28 0.2250
H 2.21857 -1.84219 -0.54956 -0.41 0.77 0.31 0.2210
```
Forces are in eV/Å.

Values from the calculation:
* net charge: 0
* SMILES string: C[C@H]1CC=NO1
* calculated total energy: -7796.9553 eV
* relative energy (zero: lowest compared OMol25 entry of this formula, charge and spin): 62.0 kcal per mole

---

C4H7NO | wB97M-V/def2-TZVPD

Structure (XYZ):
```
13
Properties=species:S:1:pos:R:3:forces:R:3:nbo_charge:R:1
C 2.11302 0.24296 -0.42056 -0.34 0.22 -0.12 0.0641
N 1.07910 0.94971 -0.46036 0.42 -0.27 -0.18 -0.3329
C 1.71218 0.67656 0.89831 0.04 0.03 0.44 -0.3230
H 2.75675 -0.29762 -1.10371 -0.07 0.07 0.09 0.2096
H 2.21074 1.51730 1.37778 -0.07 -0.11 -0.10 0.1818
H 1.16106 0.00356 1.55308 0.12 0.10 -0.10 0.2081
C -2.01480 0.02803 -0.37565 -0.01 0.03 0.12 -0.7291
C -1.01224 -1.05427 -0.10022 0.04 -0.09 0.21 0.4541
O -0.66759 -1.41362 1.00325 -0.17 0.14 -0.48 -0.5481
H -2.85129 -0.37559 -0.95796 0.13 0.02 0.06 0.2292
H -2.37881 0.45091 0.56260 0.02 -0.05 -0.12 0.2297
H -1.53091 0.80758 -0.97345 -0.07 -0.12 0.06 0.2543
H -0.57722 -1.53552 -1.00311 -0.05 0.03 0.12 0.1023
```
Forces are in eV/Å.

Values from the calculation:
* net charge: 0
* SMILES string: C1=NC1.CC=O
* calculated total energy: -7796.3635 eV
* relative energy (zero: lowest compared OMol25 entry of this formula, charge and spin): 75.7 kcal per mole